No. 1
ORCA calculation (the ωB97M-V functional and the def2-TZVPD basis) on a molecular structure, C23H32AsCl2LaN2O3S6 at a distorted geometry.

The geometry in XYZ format:
```
70
Properties=species:S:1:pos:R:3:forces:R:3
La 0.89754 -8.02587 13.98610 1.62 -2.89 1.03
As -3.08028 -12.41080 16.75669 -0.28 -0.77 0.34
Cl -0.91746 -11.22480 11.53040 -0.12 -0.02 -0.48
Cl -0.25534 -11.84804 8.65461 -0.76 0.31 0.75
S 5.16407 -8.96206 13.42991 -0.60 1.30 -0.81
S -2.72040 -7.43074 13.79783 0.72 -0.60 -0.67
S -0.14873 -10.70340 14.97420 -4.28 2.04 -2.51
S 2.41841 -10.33806 15.77243 1.62 0.97 0.38
S 1.25941 -5.17068 10.16173 -0.19 -1.58 -0.01
S 1.01982 -13.02865 16.09774 0.74 -0.30 0.37
O 2.07747 -6.43133 15.08817 0.09 0.72 0.54
O -1.31727 -8.02578 13.54842 -1.97 0.99 -0.72
O -0.05161 -7.80884 16.24691 1.06 0.88 2.42
N 2.92381 -9.43965 12.29350 -0.35 0.43 -1.13
N 0.98361 -7.60993 11.00759 0.68 0.34 -0.29
C 4.02645 -11.47385 12.96617 1.62 -1.28 -0.09
C 3.92427 -10.02080 12.89075 -0.64 0.63 -0.02
C -1.01805 -6.86429 9.84089 -0.70 -0.18 0.39
C -1.98282 -12.66379 18.38267 0.73 -1.26 -1.10
C 2.16161 -5.85005 16.26110 -1.18 -0.55 0.36
C 2.62638 -5.97132 10.84153 0.24 0.13 -0.22
C 2.32505 -7.25874 11.22209 -1.32 1.35 0.15
C -4.50048 -13.63259 17.44979 0.73 0.36 0.41
C 1.11430 -11.42980 15.65359 1.94 -1.20 0.88
C 3.16056 -8.10179 12.04743 2.48 0.15 1.28
C 2.86702 -4.63542 16.39269 -0.06 0.56 2.30
C 0.33691 -6.67567 10.37075 1.25 0.51 0.41
C 3.04308 -4.08131 17.67737 0.08 0.36 -1.40
C 1.50041 -6.42409 17.44667 1.60 1.29 -0.19
C 0.57063 -7.52975 17.33531 -0.43 -0.50 -1.43
C 0.30485 -8.30166 18.60041 -1.70 0.36 -0.29
C 1.83351 -5.84078 18.73929 -1.01 -1.37 -1.49
C -3.84402 -8.52504 12.88098 0.03 -0.47 1.32
C -3.02697 -7.94287 15.47113 -0.05 0.44 -0.10
C 2.49892 -4.66786 18.83186 1.72 0.40 0.17
C -1.49311 -11.22301 9.84116 1.04 -0.58 0.18
C 4.32149 -7.62052 12.64709 0.27 0.36 0.33
C -2.37552 -13.84956 15.58321 0.50 0.82 0.48
H -1.58315 -5.94578 10.00100 -0.34 -0.17 0.02
H -2.13656 -13.67988 18.83439 -0.15 1.03 -0.25
H -1.45041 -7.73380 10.38934 0.07 0.68 -0.55
H 1.16290 -8.84150 18.95225 0.57 -0.29 -0.12
H -3.43231 -9.55464 12.90464 -0.28 0.50 0.36
H -5.14941 -13.12055 18.13987 -0.30 0.34 0.29
H 2.85412 -4.34449 19.80967 -0.39 0.24 -0.19
H -2.19508 -11.84924 19.05142 0.19 0.17 0.47
H 3.65415 -3.15234 17.73362 -0.60 -0.76 0.15
H -5.09405 -13.95693 16.61516 -0.24 -0.57 -0.25
H -4.07857 -8.18608 15.52915 -0.14 -0.21 0.43
H -3.22234 -14.08263 14.95460 -0.19 -0.47 -0.18
H -0.94933 -12.68529 17.98518 -0.28 0.47 0.56
H -4.79365 -8.41791 13.46059 0.51 -0.33 -0.89
H -0.99420 -7.04337 8.76188 0.00 -0.17 0.16
H -0.54353 -8.99728 18.44334 0.56 0.36 0.12
H -2.33682 -8.75822 15.65287 -0.12 -0.51 0.12
H 3.25934 -4.07112 15.56486 0.10 -0.38 -0.42
H 5.11451 -11.71502 12.71908 -1.33 -0.01 0.37
H -2.38347 -11.82225 9.78442 -0.09 -0.37 -0.12
H -2.75706 -7.10802 16.12039 -0.14 -0.08 -0.07
H 3.80840 -11.85756 13.98436 -0.13 0.12 -0.67
H 4.69978 -6.54483 12.69371 -0.59 -1.90 -0.03
H -3.98998 -14.42814 18.02863 -0.46 0.12 -0.72
H -3.92661 -8.23549 11.84524 -0.11 0.46 -0.14
H -2.05381 -14.67093 16.24069 -0.17 0.09 -0.50
H -1.70027 -10.21799 9.56563 -0.06 0.73 -0.26
H -1.54058 -13.47849 14.97196 -0.27 -0.21 0.36
H 3.40499 -11.89956 12.15861 0.12 0.04 0.73
H 0.05447 -7.55500 19.37628 -0.14 -0.57 -0.24
H 3.57380 -5.41795 10.88025 -0.52 -0.54 0.15
H 1.57234 -6.34776 19.66194 -0.21 0.07 -0.22
```
Forces are in eV/Å.

As for the calculated total energy: -6807.749152 Eh. As for the relative energy (zero: lowest compared OMol25 entry of this formula, charge and spin): 2.1176 eV. As for the highest occupied orbital energy: -5.668 eV.

No. 2
ORCA calculation (the ωB97M-V functional and the def2-TZVPD basis) on 2 unconnected molecules or ions with the total composition C5H8O2.

The geometry in XYZ format:
```
15
Properties=species:S:1:pos:R:3:forces:R:3
O -1.66415 1.68935 -0.96379 -0.12 -0.06 0.46
O 1.43823 0.57075 -0.19127 0.09 0.01 0.00
C -0.16825 -1.04049 -0.61968 -0.03 0.10 0.28
C 1.17957 -0.12091 1.01771 -0.01 -0.08 0.26
C -1.74720 1.31171 0.17718 -0.05 0.14 -0.28
C 0.87372 -0.16415 -1.26563 -0.11 -0.18 -0.25
C 0.01960 -1.03001 0.69607 0.05 -0.05 -0.17
H -0.53519 -1.58791 1.44372 0.06 0.10 -0.13
H -2.53581 0.60975 0.51412 0.04 0.09 -0.12
H -1.05266 1.65331 0.96851 -0.02 0.05 -0.16
H 0.95735 0.62023 1.79689 0.03 -0.15 -0.07
H 2.06413 -0.69450 1.34055 -0.09 0.06 -0.01
H -0.95596 -1.55632 -1.15965 0.25 -0.03 0.05
H 0.48689 0.53778 -2.01286 -0.03 -0.10 0.18
H 1.63972 -0.79859 -1.74188 -0.06 0.12 -0.04
```
Forces are in eV/Å.

As for the calculated total energy: -345.721156 Eh. As for the relative energy (zero: lowest compared OMol25 entry of this formula, charge and spin): 2.2804 eV. As for the highest occupied orbital energy: -9.330 eV.

No. 3
ORCA calculation (the ωB97M-V functional and the def2-TZVPD basis) on 3 unconnected molecules or ions with the total composition C30H61BN3O14S at a distorted geometry.

The geometry in XYZ format:
```
110
Properties=species:S:1:pos:R:3:forces:R:3
S 1.30675 5.71130 -2.83514 0.04 0.05 -0.20
O -2.62844 -4.55351 2.03704 0.00 0.01 0.15
O -3.20692 -9.50162 3.71379 0.04 -0.02 -0.06
O 3.20880 0.18926 -3.43999 0.03 0.18 -0.15
O -3.96957 -2.86930 1.65412 -0.03 0.12 -0.03
O 2.54158 -0.06452 -1.31543 -0.03 0.00 -0.18
O 3.66344 4.11640 -5.42965 -0.08 0.06 0.02
O 1.35364 2.59716 -0.10480 0.06 -0.01 -0.04
O -3.23479 5.82312 -2.16701 0.08 -0.25 -0.13
O 3.71508 2.12304 0.80071 -0.56 0.24 0.11
O 5.93619 2.05416 1.40544 0.15 0.59 0.31
O -4.05500 -7.59743 4.37240 -0.10 0.14 -0.19
O 5.39724 -0.37308 0.23393 0.13 -0.09 0.02
O -1.27542 2.27533 -3.26986 0.55 0.01 0.49
O -2.78909 2.95609 -1.56129 0.48 -0.45 0.35
N 0.78148 4.02826 -2.53224 -0.13 -0.05 0.17
N 1.48699 3.36108 -5.23403 -0.49 0.19 0.47
N 0.62183 -0.05717 3.59455 0.27 -0.39 -0.08
C 5.35263 -0.30443 1.65217 -0.36 0.22 -0.28
C -1.83341 5.87006 -2.34018 0.19 0.94 0.20
C 0.19054 3.39455 -0.08274 0.12 0.36 0.01
C -1.00536 -1.00449 1.92347 -0.07 -0.05 -0.21
C -3.62126 -3.97665 1.34042 0.07 -0.01 -0.11
C -1.04982 5.21382 -1.19120 -0.21 -0.34 0.21
C -4.77133 -6.78867 5.31254 -0.02 0.09 0.16
C 1.49056 2.14954 -6.05991 -0.19 -0.07 -0.22
C -2.23877 -5.92326 1.84899 0.10 -0.21 -0.06
C 4.69628 2.61828 1.67264 0.23 -0.42 0.19
C -0.85425 1.13509 0.56883 -0.67 0.17 0.66
C -3.78355 -9.42430 6.01773 -0.32 -0.04 -0.01
C -1.52914 0.42312 1.75964 -0.04 -0.26 -0.19
C 2.42376 0.50122 -2.36003 -0.09 -0.16 0.39
C 1.41375 1.61578 -2.58319 -0.35 -0.28 -0.13
C 1.93888 3.03722 -2.33423 1.14 0.09 0.01
C 2.80484 3.65260 -4.73482 0.44 0.21 -0.20
C 3.75475 2.62053 -0.50680 0.33 0.09 0.25
C -3.67633 -8.86876 4.61806 0.13 -0.02 0.11
C 6.21053 0.86356 2.11385 0.24 -0.66 -0.13
C -0.81343 2.65087 0.79129 0.27 -0.25 0.35
C 0.38964 -1.08360 2.55295 0.32 0.47 -0.42
C 2.37212 3.19249 -0.87070 -0.56 -0.04 0.35
C 0.87416 4.51287 -5.93259 0.30 -0.07 -0.23
C -1.74236 0.94466 -3.46858 -0.49 -0.14 -0.54
C 3.11004 3.37724 -3.26763 -0.21 -0.30 -0.18
C -0.35513 3.86685 -1.48541 -0.68 0.22 0.24
C -1.25782 -6.08345 0.70747 -0.03 0.16 -0.07
C -3.84876 -6.11195 6.30399 0.12 -0.08 -0.03
C -4.22090 -4.69387 0.15335 -0.18 -0.19 0.17
B -1.53077 2.94212 -2.10100 -0.15 -0.22 -0.53
H 3.70443 4.21898 -2.91411 -0.08 0.04 0.01
H -1.80979 3.09278 0.77012 0.05 0.08 -0.17
H 4.31870 -0.14483 1.97711 0.01 -0.07 0.07
H -5.27355 -6.03899 4.70346 0.01 -0.03 -0.06
H 1.01392 1.54077 -3.59059 0.18 0.12 -0.08
H 0.58679 -2.08134 2.94305 -0.19 0.03 0.18
H -1.74444 -1.61947 2.43549 0.09 0.08 0.24
H -0.47063 2.80744 1.81769 0.06 -0.02 -0.02
H -2.81736 -9.31076 6.50780 0.02 0.00 0.00
H 5.72119 -1.23388 2.09545 0.03 0.03 0.12
H -1.78407 4.97116 -0.42020 -0.06 -0.02 -0.07
H 0.59812 1.37160 -1.90930 0.08 0.17 0.15
H -2.97300 2.25418 -0.92731 -0.30 0.14 0.01
H 0.15535 0.74034 0.48432 0.05 0.07 -0.35
H -1.58206 5.45987 -3.32536 -0.18 -0.27 0.04
H 4.34985 2.35639 2.67739 -0.01 -0.02 -0.02
H -2.53801 0.66756 -2.77798 -0.01 0.14 0.07
H -1.76551 -6.20905 2.78560 -0.04 0.06 0.05
H 4.48133 3.43866 -0.55984 0.01 -0.01 -0.18
H 4.56578 -0.73171 -0.09090 -0.01 0.01 0.02
H 2.36188 5.73455 -2.01258 -0.06 -0.11 0.16
H -1.46054 0.88267 -0.31006 0.42 -0.14 -0.30
H -5.55066 -7.37299 5.80337 0.03 -0.03 0.02
H 0.17310 5.03326 -5.27794 -0.11 -0.02 -0.08
H 1.62174 5.22889 -6.27262 0.06 -0.03 -0.01
H -3.10565 -5.51439 5.77563 -0.04 0.04 -0.01
H 1.12515 -0.94341 1.74904 0.01 -0.11 -0.03
H -0.91871 0.23786 -3.35600 0.10 0.10 0.10
H 2.11631 2.25969 -6.94979 0.11 -0.02 0.05
H -1.69611 -5.78917 -0.24694 -0.03 -0.06 -0.01
H 1.36871 -0.38951 4.19554 -0.14 -0.01 0.17
H -2.12881 0.84817 -4.48179 -0.01 0.08 0.01
H -3.72593 -4.33890 -0.74989 0.01 0.01 -0.01
H 4.11074 1.84413 -1.18081 -0.04 -0.08 -0.02
H 0.46050 4.32057 0.44743 -0.01 0.08 -0.10
H 3.80868 2.53805 -3.24842 -0.07 -0.06 -0.05
H -0.38137 -5.45621 0.87408 0.02 -0.04 0.04
H -4.54771 -8.95492 6.63145 0.07 0.07 0.02
H 2.37994 4.25741 -0.59003 0.14 0.06 -0.19
H -3.31485 -6.83727 6.91805 -0.05 -0.01 0.04
H 2.78061 -0.45395 -4.01887 0.08 -0.09 0.02
H 7.26165 0.63268 1.94141 -0.01 0.12 -0.16
H 4.79680 3.70633 1.61066 0.00 0.01 -0.27
H -4.14248 -5.77637 0.19519 0.09 0.01 -0.04
H -3.51965 6.63275 -1.73445 -0.04 -0.03 -0.02
H 6.09276 0.99480 3.19586 -0.11 0.12 -0.01
H -0.36238 5.90472 -0.70245 0.11 0.04 -0.22
H 1.82125 1.28533 -5.48585 0.18 0.06 -0.01
H -0.93706 -7.12198 0.63183 0.00 -0.01 0.02
H -4.01286 -10.48377 5.94259 0.13 -0.03 -0.04
H -0.91936 -1.43083 0.91620 -0.10 -0.17 0.05
H -5.27444 -4.43266 0.09869 0.03 0.13 -0.04
H 0.47048 1.95513 -6.38920 -0.02 0.00 0.07
H -4.41771 -5.45717 6.96384 -0.01 0.01 -0.01
H 1.03459 0.75099 3.13835 -0.17 0.12 0.05
H -2.60797 0.36173 1.60321 -0.04 0.15 0.05
H -3.11595 -6.55971 1.74154 0.00 0.00 0.00
H -1.35874 0.98437 2.67776 -0.04 -0.02 0.06
H -1.52342 6.91872 -2.39254 0.12 -0.05 -0.10
H 0.34382 4.15421 -6.81062 -0.13 0.04 0.04
H 0.41273 3.75884 -3.46368 0.03 -0.19 -0.04
```
Forces are in eV/Å.

As for the calculated total energy: -2820.123285 Eh. The net charge is +1. As for the highest occupied orbital energy: -11.154 eV.

No. 4
ORCA calculation (the ωB97M-V functional and the def2-TZVPD basis) on a molecular structure, C7H5IN2O2 at a distorted geometry.

The geometry in XYZ format:
```
17
Properties=species:S:1:pos:R:3:forces:R:3
I -3.15991 -0.08979 0.52165 -5.56 1.58 0.84
O -0.58992 1.56475 -1.46474 -0.10 1.02 -3.45
O -1.14709 2.54574 0.34792 -0.62 1.23 0.43
N -0.64859 1.68117 -0.29058 0.30 -2.69 0.41
N 0.36705 1.09640 1.62900 0.35 -2.34 -0.23
C 1.64458 0.88824 1.64604 -1.58 -0.16 0.33
C 2.11172 -0.14260 0.61210 1.73 1.92 3.51
C -0.15413 0.34221 0.35521 2.88 3.19 1.48
C -1.32306 -1.89502 -2.19087 0.39 -0.08 -1.60
C 1.10861 -0.28079 -0.18615 -2.00 -0.28 -2.41
C -1.25747 -1.29815 -1.15471 0.38 0.35 2.50
C -1.17968 -0.70784 0.19702 4.52 -3.46 0.91
H -0.89682 -1.45847 1.04546 -0.83 0.85 -1.76
H 3.05754 -0.63500 0.78051 0.07 -0.02 -0.79
H 2.15929 1.52572 2.40551 0.23 -1.01 -0.83
H -1.08383 -2.24122 -3.19049 -0.58 -0.01 0.66
H 0.99171 -0.89536 -1.06288 0.44 -0.09 -0.01
```
Forces are in eV/Å.

As for the calculated total energy: -827.006056 Eh. As for the highest occupied orbital energy (alpha / beta): -5.609 / -9.764 eV. The multiplicity is 3.